Entry 1:
This record from the OMol25 dataset describes a 7-piece molecular cluster, C8H28IO10 overall in a non-equilibrium geometry. The level of theory is the ωB97M-V functional and the def2-TZVPD basis.

Structure (XYZ):
```
47
Properties=species:S:1:pos:R:3
I -33.09 -8.94 31.94
O -35.79 -3.70 29.97
H -35.41 -4.47 30.39
H -35.05 -3.11 29.83
O -30.98 -3.22 32.36
H -31.17 -3.25 33.30
H -31.00 -4.14 32.09
C -38.81 -12.83 37.60
C -38.71 -12.13 36.22
O -37.70 -12.63 35.45
O -37.77 -12.33 38.39
H -38.74 -13.92 37.50
H -39.81 -12.69 38.01
H -38.76 -11.05 36.35
H -39.65 -12.31 35.69
H -36.84 -12.23 35.65
H -38.18 -11.68 38.97
C -29.81 -15.69 29.49
C -28.43 -16.29 29.61
O -27.70 -15.99 28.45
O -29.71 -14.31 29.41
H -30.44 -16.06 30.30
H -30.20 -16.09 28.55
H -28.59 -17.37 29.72
H -27.79 -15.96 30.43
H -28.07 -15.15 28.18
H -30.20 -13.85 30.09
C -29.69 -13.06 36.61
C -29.06 -11.97 37.49
O -28.94 -10.67 36.89
O -31.19 -12.90 36.55
H -29.64 -14.05 37.06
H -29.19 -13.10 35.64
H -28.00 -12.24 37.50
H -29.45 -11.97 38.51
H -29.37 -10.79 36.04
H -31.41 -12.25 35.88
C -32.56 -6.60 23.37
C -33.33 -6.02 24.54
O -32.52 -5.61 25.63
O -31.66 -5.69 22.81
H -33.28 -6.81 22.58
H -32.19 -7.60 23.59
H -33.97 -6.82 24.90
H -33.84 -5.08 24.32
H -32.57 -6.36 26.22
H -30.80 -5.92 23.16
```

Properties
* energy relative to the best compared isomer or geometry (same formula, charge and spin): 6.5 kcal/mol
* HOMO energy: -0.14062 Ha
* total charge: -1



Entry 2:
This record from the OMol25 dataset describes a 6-piece molecular cluster, C8H28O6 overall in a non-equilibrium geometry. The level of theory is the ωB97M-V functional and the def2-TZVPD basis.

Structure (XYZ):
```
42
Properties=species:S:1:pos:R:3
C -5.91 4.18 0.20
C -4.97 5.17 -0.50
O -4.44 6.10 0.47
H -6.25 3.46 -0.55
H -6.72 4.65 0.76
H -5.44 3.63 1.01
H -5.66 5.73 -1.13
H -4.30 4.61 -1.14
H -4.19 5.61 1.25
C 5.41 -1.72 -3.71
C 6.09 -1.01 -2.65
O 6.77 0.17 -3.13
H 4.75 -2.48 -3.30
H 6.10 -2.22 -4.38
H 4.87 -1.01 -4.35
H 6.87 -1.58 -2.14
H 5.39 -0.65 -1.90
H 6.50 0.99 -2.70
C -2.15 -7.30 0.77
O -2.14 -5.91 1.18
H -2.20 -8.00 1.60
H -2.96 -7.68 0.15
H -1.20 -7.39 0.24
H -1.88 -5.82 2.11
C -0.69 0.90 1.65
O -0.63 2.18 2.29
H -1.47 0.28 2.08
H -0.98 0.86 0.60
H 0.27 0.39 1.60
H -0.29 2.04 3.18
C -1.72 -2.86 -4.57
O -2.13 -1.57 -5.05
H -0.88 -3.28 -5.11
H -1.35 -2.81 -3.54
H -2.60 -3.49 -4.48
H -1.82 -1.42 -5.95
C 3.95 2.65 6.47
O 2.73 3.38 6.25
H 3.86 2.14 7.42
H 3.88 1.86 5.72
H 4.91 3.17 6.38
H 2.64 4.06 6.92
```

Properties
* energy relative to the best compared isomer or geometry (same formula, charge and spin): 71.3 kcal/mol
* HOMO energy: -0.37626 Ha



Entry 3:
This record from the OMol25 dataset describes a 6-piece molecular cluster, C8H29NO8 overall in a non-equilibrium geometry. The level of theory is the ωB97M-V functional and the def2-TZVPD basis.

Structure (XYZ):
```
46
Properties=species:S:1:pos:R:3
C 0.91 1.46 -1.83
O 1.45 0.24 -1.29
C 0.61 -0.92 -1.21
C 1.19 -2.02 -0.24
N 2.47 -2.47 -0.85
C 3.29 -3.42 -0.04
C 4.74 -3.52 -0.62
O 5.32 -2.20 -0.56
C 5.19 -1.43 0.64
H 0.54 1.20 -2.82
H 1.77 2.13 -1.80
H 0.00 1.89 -1.41
H 0.39 -1.25 -2.23
H -0.36 -0.59 -0.86
H 0.38 -2.75 -0.25
H 1.25 -1.52 0.72
H 3.11 -1.73 -1.10
H 2.75 -4.37 -0.05
H 3.30 -3.16 1.02
H 4.59 -3.83 -1.65
H 5.38 -4.24 -0.11
H 5.63 -1.92 1.50
H 4.18 -1.10 0.88
H 5.78 -0.52 0.60
C -4.53 2.26 -0.24
C -4.14 3.53 0.48
O -3.92 4.66 -0.38
O -3.39 1.78 -0.92
H -5.36 2.45 -0.92
H -4.91 1.52 0.47
H -3.28 3.27 1.09
H -4.95 3.70 1.19
H -3.54 5.40 0.10
H -3.42 2.29 -1.73
O -1.85 0.73 1.21
H -1.54 1.60 1.48
H -2.54 0.91 0.58
O -0.91 -1.60 2.25
H -1.06 -0.78 1.79
H -1.77 -2.02 2.27
O -3.46 -0.99 -1.74
H -3.56 -0.08 -1.46
H -3.78 -1.51 -1.00
O -0.93 2.88 2.76
H -0.72 3.76 3.06
H -0.30 2.31 3.20
```

Properties
* multiplicity: 2
* ⟨S²⟩: 0.750
* HOMO energy (alpha / beta): 0.01664 / -0.23483 Ha
* total charge: -1



Entry 4:
This record from the OMol25 dataset describes C8H30O7 as an isolated structure in a non-equilibrium geometry. The level of theory is the ωB97M-V functional and the def2-TZVPD basis.

Structure (XYZ):
```
45
Properties=species:S:1:pos:R:3
C -1.84 0.33 2.21
O -1.41 -0.37 3.37
H -2.61 1.07 2.47
H -1.05 0.98 1.83
H -2.24 -0.28 1.40
H -1.06 0.21 4.06
C 2.39 -1.34 -0.62
O 1.93 -0.74 0.61
H 1.79 -2.24 -0.66
H 2.23 -0.81 -1.56
H 3.43 -1.65 -0.54
H 1.99 -1.32 1.37
C -2.15 2.87 1.05
O -2.04 3.71 2.16
H -3.16 2.47 1.05
H -2.04 3.42 0.12
H -1.38 2.10 1.03
H -1.31 4.31 2.00
C -0.25 0.77 -0.29
O 0.17 -0.34 -0.99
H -0.78 1.46 -0.95
H -0.99 0.53 0.47
H 0.59 1.23 0.24
H 0.75 -0.87 -0.43
C -0.50 -2.70 -1.80
O -0.96 -3.91 -1.35
H 0.12 -2.77 -2.69
H -1.43 -2.16 -1.98
H 0.06 -2.12 -1.06
H -1.23 -3.83 -0.44
C -1.63 -2.02 0.64
O -1.38 -3.40 0.41
H -0.93 -1.67 1.39
H -1.53 -1.35 -0.21
H -2.58 -1.91 1.16
H -1.52 -3.81 1.27
C 2.04 2.77 -1.56
C 2.52 1.30 -1.53
O 3.80 1.16 -2.09
H 2.66 3.28 -0.82
H 1.00 2.70 -1.23
H 2.13 3.12 -2.59
H 1.89 0.69 -2.18
H 2.44 0.84 -0.54
H 4.09 0.26 -2.22
```

Properties
* energy relative to the best compared isomer or geometry (same formula, charge and spin): 258.0 kcal/mol
* HOMO energy: -0.29758 Ha



Entry 5:
This record from the OMol25 dataset describes C8H31BNO9Zr as an isolated structure in a non-equilibrium geometry. The level of theory is the ωB97M-V functional and the def2-TZVPD basis.

Structure (XYZ):
```
51
Properties=species:S:1:pos:R:3
Zr -0.42 -1.60 -1.08
B -1.39 0.27 -1.76
H -1.77 1.20 -2.15
H -0.81 -0.21 -2.53
H -0.79 0.45 -0.88
H -2.11 -0.51 -1.56
O 1.08 -3.45 -0.79
C 0.95 -4.33 -1.89
C 0.20 -3.83 -3.24
O -0.63 -2.66 -3.01
H 0.36 -5.17 -1.54
H 1.93 -4.81 -1.91
H -0.39 -4.61 -3.72
H 1.04 -3.56 -3.88
O 0.23 -1.12 1.03
C -0.88 -1.40 1.92
C -1.91 -2.54 1.45
O -2.12 -2.58 0.05
H -1.39 -0.44 2.07
H -0.45 -1.73 2.87
H -2.92 -2.33 1.80
H -1.55 -3.51 1.78
C 0.72 2.53 1.66
C 1.58 2.29 2.87
C 2.49 3.41 3.30
O 3.43 3.69 2.23
C 4.35 4.78 2.50
N 0.79 1.84 3.94
H -0.07 3.27 1.87
H 0.09 1.68 1.40
H 1.47 2.74 0.90
H 2.28 1.55 2.49
H 3.09 3.05 4.14
H 2.00 4.33 3.64
H 3.83 5.67 2.15
H 5.14 4.60 1.77
H 4.73 4.91 3.51
H 1.40 1.26 4.50
H 0.23 1.15 3.46
O -0.57 1.01 -4.83
H 0.03 1.46 -4.23
H -0.96 0.30 -4.30
O -4.97 -2.02 -1.44
H -5.76 -2.51 -1.22
H -4.53 -1.89 -0.59
O -4.34 0.28 -2.89
H -3.57 0.68 -2.48
H -4.41 -0.58 -2.48
O 1.43 -0.54 -1.63
H 1.63 0.23 -2.16
H 2.21 -0.67 -1.09
```

Properties
* energy relative to the best compared isomer or geometry (same formula, charge and spin): 76.3 kcal/mol
* HOMO energy: -0.17403 Ha
* total charge: -1



Entry 6:
This record from the OMol25 dataset describes a 8-piece molecular cluster, C8H31BrNO7 overall in a non-equilibrium geometry. The level of theory is the ωB97M-V functional and the def2-TZVPD basis.

Structure (XYZ):
```
48
Properties=species:S:1:pos:R:3
Br -27.62 -17.64 -15.35
C -24.04 -14.33 -13.30
C -24.91 -15.37 -13.93
O -26.00 -14.69 -14.58
H -24.62 -13.74 -12.58
H -23.62 -13.65 -14.05
H -23.22 -14.80 -12.74
H -25.31 -16.04 -13.16
H -24.36 -15.97 -14.66
H -26.64 -15.37 -14.83
C -30.35 -15.98 -19.84
C -29.86 -16.74 -18.62
O -29.51 -15.78 -17.63
H -31.21 -15.37 -19.55
H -30.71 -16.68 -20.59
H -29.57 -15.33 -20.23
H -28.97 -17.33 -18.86
H -30.62 -17.42 -18.22
H -28.95 -16.24 -16.98
C -27.15 -22.76 -18.77
C -27.53 -21.31 -18.60
C -28.95 -21.07 -19.08
O -29.05 -21.46 -20.42
C -30.29 -21.15 -20.96
N -27.34 -20.90 -17.22
H -27.94 -23.42 -18.39
H -26.25 -22.97 -18.19
H -26.93 -23.00 -19.81
H -26.87 -20.70 -19.22
H -29.22 -20.01 -18.95
H -29.65 -21.64 -18.45
H -31.11 -21.73 -20.51
H -30.28 -21.35 -22.03
H -30.55 -20.08 -20.84
H -28.07 -21.31 -16.64
H -27.44 -19.89 -17.09
O -24.45 -18.88 -14.49
H -24.57 -19.42 -13.70
H -25.35 -18.62 -14.73
O -29.71 -14.82 -14.10
H -29.99 -14.44 -14.94
H -29.21 -15.60 -14.36
O -28.07 -18.55 -12.06
H -27.89 -18.39 -13.00
H -27.50 -19.28 -11.82
O -30.62 -19.18 -15.92
H -30.45 -20.09 -15.67
H -29.82 -18.70 -15.64
```

Properties
* HOMO energy: -0.23897 Ha
* total charge: -1



Entry 7:
This record from the OMol25 dataset describes a 8-piece molecular cluster, C8H31N14O8 overall in a non-equilibrium geometry. The level of theory is the ωB97M-V functional and the def2-TZVPD basis.

Structure (XYZ):
```
61
Properties=species:S:1:pos:R:3
C -0.26 0.79 -0.06
O -0.04 -0.56 0.16
H -0.16 1.24 0.93
H 0.54 1.24 -0.64
H -1.31 0.99 -0.28
C 2.60 -0.92 -1.08
O 3.64 -1.29 -1.58
N 1.52 -0.65 -1.71
N 2.36 -0.54 0.16
H 1.52 -0.85 -2.70
H 0.76 -0.33 -1.12
H 3.00 -0.70 0.92
H 1.38 -0.40 0.35
C -2.86 -1.13 0.94
O -4.00 -1.25 1.31
N -2.58 -1.07 -0.34
N -1.79 -1.01 1.74
H -1.61 -0.82 -0.45
H -3.31 -1.23 -1.02
H -1.96 -1.05 2.74
H -0.88 -0.73 1.39
C 2.33 2.92 0.95
O 1.29 3.51 1.13
N 2.42 1.85 0.18
N 3.45 3.34 1.45
H 3.36 1.56 -0.05
H 1.55 1.32 0.16
H 3.50 4.21 1.96
H 4.23 2.71 1.54
C -0.42 -3.16 -0.29
O -0.72 -4.35 -0.39
N -0.54 -2.26 -1.19
N -0.07 -2.59 0.85
H -0.12 -1.37 -0.97
H -0.67 -2.48 -2.17
H -0.39 -1.64 0.93
H 0.16 -3.13 1.67
C -2.61 2.75 0.64
O -2.88 3.65 1.32
N -2.27 2.94 -0.59
N -2.72 1.54 0.99
H -1.89 3.84 -0.84
H -2.52 2.20 -1.24
H -3.23 1.31 1.84
H -2.45 0.90 0.26
C -0.69 0.03 -3.40
O -0.60 1.18 -3.73
N -1.12 -0.44 -2.23
N -0.41 -0.86 -4.27
H -1.25 0.11 -1.40
H -1.06 -1.45 -2.19
H -0.20 -0.52 -5.20
H -1.08 -1.60 -4.11
C 1.66 -0.65 2.80
O 2.29 -0.69 3.85
N 1.22 -1.71 2.29
N 1.25 0.33 2.08
H 1.50 -2.61 2.66
H 0.95 -1.70 1.31
H 1.68 1.20 2.34
H 0.52 0.09 1.42
```

Properties
* energy relative to the best compared isomer or geometry (same formula, charge and spin): 427.0 kcal/mol
* HOMO energy: -0.23415 Ha
* total charge: -1



Entry 8:
This record from the OMol25 dataset describes C8H32NO6 as an isolated structure in a non-equilibrium geometry. The level of theory is the ωB97M-V functional and the def2-TZVPD basis.

Structure (XYZ):
```
47
Properties=species:S:1:pos:R:3
N -6.00 19.18 -18.78
H -5.32 19.81 -19.18
H -6.92 19.37 -19.15
H -5.99 19.29 -17.77
H -5.82 18.19 -18.81
C -3.46 19.83 -19.42
O -4.64 20.49 -19.63
H -2.70 20.03 -20.17
H -2.96 20.14 -18.50
H -3.62 18.75 -19.39
H -4.49 21.37 -19.99
C -6.29 19.30 -15.91
O -5.87 18.44 -16.93
H -7.21 18.96 -15.44
H -5.52 19.55 -15.18
H -6.45 20.26 -16.41
H -5.77 17.60 -16.47
C -8.39 17.04 -19.50
C -8.27 15.70 -20.17
C -7.22 14.84 -19.54
O -9.52 15.04 -20.21
H -7.50 17.59 -19.79
H -8.36 16.90 -18.42
H -9.24 17.66 -19.81
H -8.09 15.90 -21.23
H -6.36 15.50 -19.46
H -7.02 13.95 -20.13
H -7.59 14.64 -18.53
H -10.05 15.68 -20.69
C -8.81 19.66 -16.77
C -9.19 19.72 -18.29
C -9.28 21.11 -18.75
O -8.06 19.21 -19.03
H -7.88 20.17 -16.54
H -8.51 18.64 -16.53
H -9.60 19.72 -16.02
H -10.07 19.21 -18.66
H -9.38 21.24 -19.83
H -8.34 21.61 -18.52
H -10.03 21.72 -18.24
H -8.35 19.34 -19.94
O -4.82 17.44 -18.59
H -3.98 17.00 -18.42
H -5.48 16.77 -18.43
O -6.56 21.17 -17.94
H -7.04 21.36 -17.14
H -6.45 22.01 -18.37
```

Properties
* HOMO energy: -0.45183 Ha
* total charge: +1



What did the second record say?
This record from the OMol25 dataset describes a 6-piece molecular cluster, C8H28O6 overall in a non-equilibrium geometry. The level of theory is the ωB97M-V functional and the def2-TZVPD basis.

Structure (XYZ):
```
42
Properties=species:S:1:pos:R:3
C -5.91 4.18 0.20
C -4.97 5.17 -0.50
O -4.44 6.10 0.47
H -6.25 3.46 -0.55
H -6.72 4.65 0.76
H -5.44 3.63 1.01
H -5.66 5.73 -1.13
H -4.30 4.61 -1.14
H -4.19 5.61 1.25
C 5.41 -1.72 -3.71
C 6.09 -1.01 -2.65
O 6.77 0.17 -3.13
H 4.75 -2.48 -3.30
H 6.10 -2.22 -4.38
H 4.87 -1.01 -4.35
H 6.87 -1.58 -2.14
H 5.39 -0.65 -1.90
H 6.50 0.99 -2.70
C -2.15 -7.30 0.77
O -2.14 -5.91 1.18
H -2.20 -8.00 1.60
H -2.96 -7.68 0.15
H -1.20 -7.39 0.24
H -1.88 -5.82 2.11
C -0.69 0.90 1.65
O -0.63 2.18 2.29
H -1.47 0.28 2.08
H -0.98 0.86 0.60
H 0.27 0.39 1.60
H -0.29 2.04 3.18
C -1.72 -2.86 -4.57
O -2.13 -1.57 -5.05
H -0.88 -3.28 -5.11
H -1.35 -2.81 -3.54
H -2.60 -3.49 -4.48
H -1.82 -1.42 -5.95
C 3.95 2.65 6.47
O 2.73 3.38 6.25
H 3.86 2.14 7.42
H 3.88 1.86 5.72
H 4.91 3.17 6.38
H 2.64 4.06 6.92
```

Properties
* energy relative to the best compared isomer or geometry (same formula, charge and spin): 71.3 kcal/mol
* HOMO energy: -0.37626 Ha